# 1
# C42H30AgF9NO2P

A molecular structure, C42H30AgF9NO2P (ωB97M-V/def2-TZVPD, the Open Molecules 2025 dataset).

The calculation puts the orbital gap at 0.209 hartree. As for the spin multiplicity: 1. As for the charge: -2. Its LUMO energy is 4.241 eV. For the HOMO energy, the calculation gives -1.5 eV. The energy above the lowest of the compared OMol25 structures with the same formula, charge and spin is 35.4 kJ/mol.

```
86
Properties=species:S:1:pos:R:3:forces:R:3
Ag 0.74991 -1.35594 0.00421 -0.1 -0.2 -0.1
F -4.58089 6.37458 3.00577 0.0 0.0 0.0
C -3.53998 6.45936 2.14077 0.0 0.0 0.0
F -4.02613 7.10756 1.05524 0.0 0.0 0.0
F -2.64448 7.28845 2.71000 0.0 0.0 0.0
C -2.97187 5.12055 1.79929 0.0 0.0 0.0
C -1.71098 4.73968 2.23443 0.0 0.0 0.0
C -1.21547 3.48446 1.90829 0.0 0.0 0.0
C -1.98083 2.59238 1.15617 -0.1 0.0 0.0
C -3.25091 2.98937 0.73289 0.0 0.0 0.0
C -3.74479 4.24346 1.04680 0.0 0.0 0.0
P -1.18815 0.94452 0.82064 0.1 0.2 0.0
C -1.78113 0.12300 2.35686 0.0 -0.1 0.0
C -3.12130 0.01275 2.72706 0.0 0.0 0.0
C -3.47180 -0.54598 3.94065 0.0 0.0 0.0
C -2.47233 -0.99015 4.80202 0.0 0.0 0.0
C -1.13734 -0.88850 4.44698 0.0 0.0 0.0
C -0.79132 -0.34060 3.21660 0.0 0.0 0.0
C -2.87711 -1.55654 6.12495 0.0 0.0 0.0
F -3.30233 -0.59637 6.98586 0.0 0.0 0.0
F -1.88254 -2.20887 6.75246 0.0 0.0 0.0
F -3.90605 -2.42794 6.01911 0.0 0.0 0.0
C -2.31504 0.30038 -0.47052 0.0 -0.1 0.0
C -2.41169 1.01891 -1.66559 0.0 0.0 0.0
C -3.16088 0.54167 -2.72405 0.0 0.0 0.0
C -3.80517 -0.68457 -2.60795 0.0 0.0 0.0
C -3.67227 -1.43855 -1.45279 0.0 0.0 0.0
C -2.92492 -0.94827 -0.39047 0.0 0.0 0.0
C -4.67760 -1.16876 -3.71910 0.0 0.0 0.0
F -5.96615 -0.74923 -3.57198 0.0 0.0 0.0
F -4.73945 -2.51291 -3.79570 0.0 0.0 0.0
F -4.29056 -0.72593 -4.93107 0.0 0.0 0.0
H -1.10899 5.42134 2.82025 0.0 0.0 0.0
H -0.22950 3.17817 2.24537 0.0 0.0 0.0
H -3.85890 2.31405 0.14429 0.0 0.0 0.0
H -4.72993 4.54251 0.70891 0.0 0.0 0.0
H -3.89663 0.36466 2.05620 0.0 0.0 0.0
H -4.51321 -0.64195 4.22217 0.0 0.0 0.0
H -0.36617 -1.25000 5.11367 0.0 0.0 0.0
H 0.24757 -0.26834 2.91334 0.0 0.0 0.0
H -1.86875 1.95139 -1.77875 0.0 0.0 0.0
H -3.21170 1.09919 -3.65010 0.0 0.0 0.0
H -4.12951 -2.41530 -1.37129 0.0 0.0 0.0
H -2.80970 -1.56367 0.49388 0.0 0.0 0.0
C -0.97317 -0.81507 -5.41685 0.0 0.0 0.0
C -0.93628 -1.79501 -4.39859 0.0 0.0 0.0
C -0.31589 -1.52276 -3.21136 0.0 0.0 0.0
C 0.30352 -0.26930 -2.95017 0.0 0.0 0.0
C 0.89974 -0.00629 -1.67102 0.0 0.0 0.1
C 1.44051 1.25704 -1.51922 0.0 0.0 0.0
C 1.41340 2.23857 -2.53536 0.0 0.0 0.0
C 0.83101 1.98008 -3.74693 0.0 0.0 0.0
C 0.25618 0.70905 -3.98331 0.0 0.0 0.0
C -0.38926 0.40208 -5.21064 0.0 0.0 0.0
H -1.47791 -1.02712 -6.35296 0.0 0.0 0.0
H -1.41672 -2.75426 -4.55584 0.0 0.0 0.0
H -0.29589 -2.25388 -2.40941 0.0 0.0 0.0
H 1.88357 1.52684 -0.56366 0.0 0.0 0.0
H 1.85129 3.21498 -2.34641 0.0 0.0 0.0
H 0.79591 2.73299 -4.52890 0.0 0.0 0.0
H -0.42047 1.16401 -5.98472 0.0 0.0 0.0
C 0.30160 -3.08655 1.29689 0.0 0.0 0.0
C -1.01151 -3.65990 1.05492 0.0 0.0 0.0
C -2.08011 -3.53276 1.96880 0.0 0.0 0.0
C -3.35022 -4.01556 1.69471 0.0 0.0 0.0
C -3.62522 -4.67875 0.50347 0.0 0.0 0.0
C -2.57955 -4.84647 -0.40527 0.0 0.0 0.0
C -1.31774 -4.35068 -0.14141 0.0 0.0 0.0
H 1.11148 -3.72017 0.92504 0.0 0.0 0.0
H 0.47585 -2.82475 2.34068 0.0 0.0 0.0
H -1.89719 -3.02797 2.90811 0.0 0.0 0.1
H -4.13721 -3.87285 2.42941 0.0 0.0 0.0
H -4.61817 -5.05510 0.28797 0.0 0.0 0.0
H -2.76122 -5.35775 -1.34601 0.0 0.0 0.0
H -0.53165 -4.46211 -0.88182 0.0 0.0 0.0
O 3.98443 -1.39670 1.47197 0.0 0.0 0.0
C 3.65462 -0.30596 1.91078 0.0 0.0 0.0
C 4.69594 0.69454 2.45121 0.0 0.0 0.0
C 3.84832 1.86756 2.90183 0.0 0.0 0.0
C 2.41763 1.40959 2.56985 0.0 0.0 -0.1
O 1.44852 2.13301 2.81963 0.0 -0.1 0.1
N 2.38670 0.18888 2.00027 0.0 0.1 0.1
H 5.39777 0.93049 1.64996 0.0 0.0 0.0
H 5.26040 0.21443 3.25222 0.0 0.0 0.0
H 4.04889 2.79747 2.36653 0.0 0.0 0.0
H 3.90963 2.08531 3.96956 0.0 0.0 0.0
```
Forces are in eV/Å.


# 2
# C42H30Br2ClCoF4NP2

A molecular structure, C42H30Br2ClCoF4NP2 (ωB97M-V/def2-TZVPD, the Open Molecules 2025 dataset).

The calculation puts the orbital gap (alpha / beta) at 0.330 / 0.276 hartree. As for the spin multiplicity: 4. As for the charge: +2. As for the expectation value of S²: 3.761. Its LUMO energy (alpha / beta) is -4.980 / -6.614 eV. For the HOMO energy (alpha / beta), the calculation gives -14.0 / -14.1 eV.

```
83
Properties=species:S:1:pos:R:3:forces:R:3
Co -0.60498 0.68304 0.58159 -0.5 0.7 0.3
F 1.47732 -5.46556 2.71139 0.0 0.2 0.1
C 1.41742 -4.15196 2.59329 0.0 0.2 0.0
C 2.58142 -3.38416 2.69159 -0.1 0.0 -0.1
F 3.73802 -3.95716 2.97419 -0.2 0.0 -0.1
C 2.51282 -2.00926 2.48629 -0.3 0.0 -0.1
F 3.62142 -1.27686 2.55899 0.1 -0.3 0.1
C 1.30722 -1.36996 2.21749 0.1 0.1 -0.1
P 1.20472 0.46114 2.08099 0.9 -1.0 0.7
C 2.61242 1.09244 1.14889 0.0 0.3 0.0
C 2.88682 2.44664 1.36779 -0.1 -0.3 0.0
C 3.78712 3.11154 0.55899 0.0 0.0 -0.1
C 4.39502 2.44274 -0.49491 0.0 0.0 0.1
C 4.13592 1.09714 -0.70641 0.0 0.1 -0.1
C 3.24322 0.42064 0.10379 -0.2 0.0 0.3
C 1.52222 0.81704 3.84589 -0.2 0.4 -0.1
C 2.79292 1.14954 4.32089 -0.2 -0.1 0.0
C 3.00442 1.20924 5.68909 0.0 0.0 0.1
C 1.97232 0.95634 6.58149 0.0 0.0 -0.1
C 0.70682 0.63964 6.10789 0.0 0.0 0.0
C 0.48152 0.57704 4.74499 0.0 0.0 -0.2
C 0.14842 -2.14316 2.20459 0.3 -0.1 0.0
Br -1.55668 -1.32006 2.00689 -0.2 -0.4 0.1
C 0.19312 -3.52016 2.37039 0.0 0.3 0.0
F -0.93228 -4.21876 2.31359 0.2 -0.2 0.0
H 2.38562 2.96854 2.17299 0.0 0.1 0.0
H 4.00662 4.15194 0.74119 0.0 0.1 0.0
H 5.07452 2.96934 -1.14501 0.1 0.0 -0.1
H 4.62742 0.57484 -1.51211 0.1 -0.1 -0.1
H 3.05652 -0.62886 -0.06961 0.0 -0.1 0.0
H 3.61872 1.33264 3.64959 0.0 0.0 -0.1
H 3.99242 1.43944 6.05859 0.1 0.1 0.0
H 2.15702 1.00114 7.64449 0.0 0.0 0.1
H -0.09428 0.43274 6.80209 -0.1 0.0 0.0
H -0.50358 0.33494 4.37039 -0.1 0.0 0.0
Cl 0.32692 2.40464 -0.82021 0.0 0.9 0.2
C 0.84612 1.67514 -2.29791 0.2 -0.6 -0.9
C 1.62702 2.41894 -3.16631 -0.1 0.2 0.1
C 2.00182 1.86524 -4.38021 -0.1 -0.1 0.1
C 1.60442 0.57904 -4.70901 0.0 0.0 -0.1
C 0.84952 -0.16546 -3.82301 0.0 0.1 0.1
C 0.45302 0.37374 -2.60101 -0.2 0.1 0.3
P -0.52788 -0.61006 -1.41371 0.1 -0.7 -1.1
C -2.19608 -0.74096 -2.13811 -0.1 0.2 0.2
C -3.06828 -1.65536 -1.53631 0.1 0.2 0.0
C -4.30588 -1.90806 -2.09821 -0.1 0.1 0.1
C -4.68878 -1.24086 -3.25551 0.0 0.0 -0.1
C -3.83768 -0.31416 -3.83971 -0.2 0.0 0.0
C -2.59558 -0.05576 -3.28231 0.2 -0.1 0.2
C 0.06692 -2.31036 -1.73941 -0.1 0.0 0.2
C 1.15462 -2.85076 -1.06051 -0.1 0.1 0.1
C 1.59232 -4.13256 -1.35011 0.0 0.0 0.0
C 0.96692 -4.87946 -2.33691 0.0 0.0 0.0
C -0.08588 -4.33016 -3.04991 0.0 -0.1 0.0
C -0.54378 -3.06296 -2.74481 0.0 0.1 0.1
H 1.92532 3.42264 -2.90551 0.0 0.1 0.1
H 2.59892 2.44144 -5.06961 0.1 0.1 0.0
H 1.88092 0.15464 -5.65981 0.1 -0.1 -0.1
H 0.55252 -1.17006 -4.07721 0.0 -0.1 -0.1
H -2.76418 -2.17716 -0.63931 0.0 -0.1 0.0
H -4.96968 -2.62636 -1.63801 0.0 0.0 0.0
H -5.64868 -1.44716 -3.70521 -0.1 0.0 0.0
H -4.13358 0.20474 -4.73951 0.0 0.0 -0.1
H -1.94078 0.66364 -3.74871 0.1 0.1 -0.1
H 1.65812 -2.27046 -0.29931 0.0 0.0 0.1
H 2.42552 -4.55216 -0.80761 0.1 0.0 0.1
H 1.29222 -5.88556 -2.54911 0.1 -0.1 0.0
H -0.56228 -4.88426 -3.84511 0.0 -0.1 0.0
H -1.38418 -2.66256 -3.28801 -0.1 0.0 -0.1
C -5.51938 2.50264 -1.19411 -0.2 0.1 -0.1
C -4.39268 2.71184 -0.24491 0.3 0.1 0.2
C -4.33738 3.85384 0.55719 0.1 -0.4 -0.1
C -3.29108 4.01714 1.44039 0.2 -0.1 0.1
C -2.31028 3.03794 1.47579 0.1 0.2 0.1
Br -0.84198 3.23364 2.66149 -0.2 0.0 -0.2
N -2.32548 1.94904 0.71079 0.3 -0.2 0.5
C -3.35858 1.79324 -0.12161 -0.7 0.1 -0.3
H -6.46538 2.56404 -0.65511 0.0 -0.1 -0.1
H -5.45528 1.54024 -1.69581 0.0 0.0 0.0
H -5.52438 3.29474 -1.94451 0.0 -0.1 -0.1
H -5.11678 4.59684 0.48759 -0.1 0.1 0.0
H -3.23228 4.87504 2.09029 0.1 0.1 0.0
H -3.36858 0.89494 -0.72471 0.0 0.0 0.0
```
Forces are in eV/Å.


# 3
# C42H32AsN3O6P2SSe2V

A molecular structure, C42H32AsN3O6P2SSe2V (ωB97M-V/def2-TZVPD, the Open Molecules 2025 dataset).

The calculation puts the orbital gap (alpha / beta) at 0.278 / 0.282 hartree. As for the spin multiplicity: 3. As for the charge: -1. As for the expectation value of S²: 2.015. Its LUMO energy (alpha / beta) is 2.266 / 2.267 eV. For the HOMO energy (alpha / beta), the calculation gives -5.3 / -5.4 eV. The energy above the lowest of the compared OMol25 structures with the same formula, charge and spin is 221.9 kJ/mol.

```
90
Properties=species:S:1:pos:R:3:forces:R:3
V 2.03285 -0.01061 1.40111 -1.0 0.5 -0.7
O 3.69019 -2.27037 -0.00675 0.0 0.0 -0.4
As 5.10661 0.06875 2.04171 -0.1 0.6 1.0
O 4.96836 1.28713 3.15794 0.0 -0.7 -0.8
O 3.52974 0.34138 0.81355 1.8 -0.1 0.2
C 4.32959 -1.63422 3.00887 -0.5 0.0 0.0
C 5.35848 -2.57157 3.07746 0.0 -0.1 0.0
C 5.21906 -3.79920 3.71196 0.0 0.0 0.0
C 4.01504 -4.14304 4.30707 0.1 -0.1 0.0
C 2.95903 -3.25312 4.26424 0.0 0.3 -0.2
C 3.11961 -2.01992 3.62510 0.5 -0.1 0.1
S 1.66406 -1.01499 3.65413 -0.2 0.4 -0.2
O 0.98682 -1.23264 4.88228 -0.3 0.0 0.3
O 0.87893 -1.36636 2.40377 0.8 -0.1 0.7
O 2.10935 0.40229 3.36872 -0.3 -0.9 0.2
H 3.97109 -1.40170 -0.33684 -0.1 0.0 0.2
H 6.30609 -2.33312 2.60456 0.0 0.0 0.0
H 6.05276 -4.49173 3.73736 0.0 0.0 0.0
H 3.89812 -5.09979 4.80108 0.0 0.0 0.0
H 2.01025 -3.49701 4.72430 0.0 0.0 0.0
Se -3.18273 1.94647 1.75526 0.1 0.0 -0.1
P -2.94546 1.03904 -0.13259 0.2 -0.1 -0.1
C -3.62387 2.13194 -1.43217 -0.1 0.1 -0.1
C -4.65868 1.73037 -2.27934 0.2 0.1 -0.1
C -5.23915 2.63699 -3.16273 0.1 0.0 0.1
C -4.80366 3.95220 -3.20137 0.0 0.0 0.0
C -3.80121 4.37118 -2.33478 0.1 -0.1 0.0
C -3.22727 3.47022 -1.45317 -0.1 0.0 0.0
C -3.89613 -0.50284 -0.35177 0.0 0.0 -0.1
C -3.79773 -1.26487 -1.52067 0.0 0.0 0.0
C -4.58574 -2.38737 -1.69151 0.0 0.0 0.1
C -5.48115 -2.76797 -0.69323 0.0 0.0 0.0
C -5.57759 -2.02300 0.46807 0.1 0.1 0.0
C -4.78471 -0.88588 0.63832 -0.1 -0.1 0.0
C -1.21990 0.49083 -0.44852 -0.5 -0.3 0.0
C 0.06988 0.99919 -0.32515 0.4 0.0 -0.1
N 0.89440 -0.10909 -0.29283 -0.8 0.5 -0.2
N 0.13889 -1.21019 -0.41457 -0.1 0.4 0.1
N -1.10686 -0.87463 -0.51417 0.1 0.1 0.0
P 0.89321 2.66023 -0.45748 -0.1 -0.4 -1.1
Se 2.87158 2.68315 -1.20027 0.0 -0.2 0.3
C 0.65695 3.50437 1.10011 0.1 0.2 0.3
C 1.69304 3.38733 2.02805 0.0 0.0 0.1
C 1.55978 3.94587 3.28898 0.0 0.0 0.0
C 0.40307 4.64076 3.61598 -0.1 0.0 -0.1
C -0.62022 4.78256 2.68469 0.1 0.0 0.0
C -0.49619 4.21146 1.42506 0.0 0.1 0.2
C 0.03264 3.50954 -1.82384 -0.3 0.0 0.2
C 0.03918 4.90062 -1.89283 -0.1 0.0 0.0
C -0.34106 5.54172 -3.06448 0.0 -0.1 0.0
C -0.71538 4.79749 -4.17826 0.0 0.0 0.1
C -0.73310 3.41055 -4.10753 0.0 0.0 0.1
C -0.36259 2.76862 -2.93447 -0.1 0.0 0.0
H -5.02777 0.71630 -2.25088 0.0 0.0 0.0
H -6.04244 2.30975 -3.81193 0.0 0.0 0.0
H -5.25521 4.65497 -3.89181 0.0 0.0 0.0
H -3.46234 5.39978 -2.34192 0.0 0.0 0.0
H -2.48659 3.82008 -0.74942 0.0 0.0 -0.1
H -3.09258 -0.98443 -2.29261 0.0 0.0 0.0
H -4.49920 -2.97312 -2.59857 0.0 0.0 0.0
H -6.09676 -3.64974 -0.82680 0.0 0.0 0.0
H -6.26550 -2.31940 1.25013 0.0 0.0 0.0
H -4.84890 -0.29363 1.54280 0.0 0.0 0.0
H 2.60935 2.86598 1.77242 0.0 0.0 0.0
H 2.36271 3.82845 4.00588 0.0 0.0 0.0
H 0.29586 5.07392 4.60368 0.0 0.0 0.0
H -1.52751 5.31668 2.94280 0.1 0.0 0.0
H -1.30121 4.31713 0.71340 0.0 0.0 0.0
H 0.36580 5.48177 -1.03822 0.0 0.0 0.0
H -0.32604 6.62449 -3.11301 0.0 0.0 0.0
H -0.98600 5.29861 -5.09982 0.0 0.0 0.0
H -1.03515 2.82492 -4.96735 0.0 0.0 0.0
H -0.36194 1.68650 -2.88926 0.0 0.0 0.0
C 1.09217 -6.47614 0.25689 0.1 0.1 0.1
C 1.98366 -5.80983 1.13705 -0.2 -0.2 -0.1
C 2.59102 -4.65348 0.74859 0.0 0.1 -0.1
C 2.34024 -4.11465 -0.54084 0.0 -0.1 0.2
C 2.92055 -2.88696 -0.94860 0.3 0.0 0.3
C 2.69959 -2.37412 -2.18912 -0.2 0.0 -0.3
C 1.85974 -3.07143 -3.09260 0.1 0.1 0.1
C 1.26181 -4.24297 -2.73390 0.0 -0.1 0.2
C 1.48399 -4.78401 -1.43534 -0.2 -0.2 -0.1
C 0.85648 -5.98133 -0.99313 0.1 0.1 -0.1
H 0.59072 -7.37967 0.58394 0.0 0.0 0.0
H 2.17416 -6.21493 2.12388 0.0 0.0 0.0
H 3.27002 -4.13148 1.41189 -0.1 0.0 0.0
H 3.13183 -1.41829 -2.46333 0.0 0.0 0.0
H 1.68916 -2.65303 -4.07797 0.0 0.0 0.0
H 0.60679 -4.76706 -3.41970 0.0 0.0 0.0
H 0.17121 -6.48662 -1.66564 0.0 0.0 0.0
```
Forces are in eV/Å.


| no. | E_tot (eV) |
| --- | --- |
| 1 | -87375.892 |
| 2 | -265200.244 |
| 3 | -307464.034 |